1.
The following is a quantum chemistry calculation of a 2-piece molecular cluster, CH7IN3 overall at a distorted geometry, from OMol25.

For the highest occupied orbital energy, the calculation gives -14.2 eV. As for the energy above the lowest of the compared OMol25 structures with the same formula, charge and spin: 338.5 kJ/mol. As for the LUMO energy: -4.4893 eV. As for the total charge: +1.

Last column: natural (NBO) charge in e.
Element x y z (Å)
I  0.037  -2.229  -1.590  0.356
N  -0.513  0.929  -1.926  -0.591
N  0.537  0.573  -0.960  -0.365
N  -0.289  -1.009  1.499  -1.079
C  0.881  -0.681  -0.582  0.000
H  0.847  1.302  -0.294  0.430
H  -1.253  -1.307  1.630  0.400
H  -0.267  0.417  -2.804  0.387
H  0.294  -1.641  2.195  0.397
H  1.491  -1.003  0.280  0.289
H  -0.394  1.908  -2.221  0.396
H  -0.199  0.004  1.846  0.380

2.
The following is a quantum chemistry calculation of a 2-piece molecular cluster, CH7ISi2 overall at a distorted geometry, from OMol25.

For the highest occupied orbital energy (spin up / spin down), the calculation gives -10.3 / -6.4 eV. As for the energy above the lowest of the compared OMol25 structures with the same formula, charge and spin: 363.8 kJ/mol. As for the LUMO energy (spin up / spin down): -0.0796 / -3.4685 eV.

Last column: natural (NBO) charge in e.
Element x y z (Å)
I  -3.017  -2.025  -3.113  -0.025
Si  0.778  1.426  1.542  0.745
Si  -0.569  -0.703  -0.751  0.894
C  0.912  0.139  0.259  -1.351
H  1.433  -0.552  0.936  0.270
H  -1.191  0.226  -1.693  -0.150
H  1.764  0.543  -0.403  0.264
H  0.037  -1.856  -1.162  -0.170
H  1.466  2.774  1.537  -0.133
H  -0.126  1.044  2.526  -0.181
H  -1.488  -1.016  0.322  -0.164

3.
The following is a quantum chemistry calculation of a 2-piece molecular cluster, CH7N2O overall at a distorted geometry, from OMol25.

For the highest occupied orbital energy, the calculation gives -2.2 eV. As for the energy above the lowest of the compared OMol25 structures with the same formula, charge and spin: 46.3 kJ/mol. As for the LUMO energy: 4.5187 eV. As for the total charge: -1.

Last column: natural (NBO) charge in e.
Element x y z (Å)
O  -1.408  -0.731  1.367  -0.937
N  1.573  1.688  -0.991  -1.106
N  -0.170  -0.989  -0.624  -0.960
C  -0.477  -0.187  0.643  0.141
H  0.176  -1.928  -0.488  0.333
H  1.162  0.761  -1.041  0.407
H  -0.648  0.856  0.296  0.077
H  1.807  2.002  -1.939  0.334
H  0.519  -0.165  1.133  0.035
H  -1.097  -1.110  -1.038  0.334
H  2.382  1.656  -0.409  0.342

4.
The following is a quantum chemistry calculation of a 2-piece molecular cluster, CH7N2O overall at a distorted geometry, from OMol25.

For the highest occupied orbital energy, the calculation gives -2.9 eV. As for the energy above the lowest of the compared OMol25 structures with the same formula, charge and spin: 93.2 kJ/mol. As for the LUMO energy: 4.9067 eV. As for the total charge: -1.

Last column: natural (NBO) charge in e.
Element x y z (Å)
O  0.194  0.372  0.860  -0.978
N  0.427  1.406  -1.479  -0.892
N  -1.232  -2.079  0.890  -1.141
C  0.897  0.475  -0.391  0.090
H  1.982  0.666  -0.289  0.077
H  -0.824  -1.048  0.947  0.449
H  0.830  -0.489  -0.866  0.099
H  0.980  2.295  -1.363  0.313
H  -0.407  1.600  -0.997  0.353
H  -1.785  -2.378  1.808  0.311
H  -2.070  -1.762  0.347  0.319

5.
The following is a quantum chemistry calculation of a 2-piece molecular cluster, CH7N2O overall at a distorted geometry, from OMol25.

For the highest occupied orbital energy, the calculation gives -3.0 eV. As for the energy above the lowest of the compared OMol25 structures with the same formula, charge and spin: 33.5 kJ/mol. As for the LUMO energy: 4.5802 eV. As for the total charge: -1.

Last column: natural (NBO) charge in e.
Element x y z (Å)
O  -0.785  1.987  0.681  -1.318
N  -0.549  -0.754  0.766  -0.906
N  1.293  0.184  -0.509  -0.879
C  0.273  -0.848  -0.457  -0.042
H  1.951  -0.121  0.208  0.325
H  -0.450  -0.743  -1.288  0.130
H  -1.060  2.275  -0.207  0.395
H  -0.991  0.184  0.736  0.428
H  0.790  -1.813  -0.435  0.139
H  0.861  1.031  -0.109  0.421
H  -1.333  -1.380  0.613  0.307

6.
The following is a quantum chemistry calculation of CH7N2O2Si as an isolated structure at a distorted geometry, from OMol25.

For the highest occupied orbital energy, the calculation gives -15.1 eV. As for the energy above the lowest of the compared OMol25 structures with the same formula, charge and spin: 204.4 kJ/mol. As for the LUMO energy: -6.2407 eV. As for the total charge: +1.

Last column: natural (NBO) charge in e.
Element x y z (Å)
Si  0.431  -0.999  -1.905  0.916
O  1.479  0.621  0.097  -0.589
O  -1.284  1.096  2.605  -0.485
N  0.085  -0.506  -0.213  -0.413
N  -0.475  0.799  1.549  -0.223
C  -0.776  -0.198  0.707  0.316
H  -1.403  2.072  2.589  0.502
H  -1.683  -0.727  0.826  0.274
H  2.055  0.347  -0.601  0.484
H  0.346  0.230  -2.778  -0.079
H  0.547  1.184  1.511  0.460
H  -0.812  -1.776  -2.302  -0.110
H  1.491  -2.142  -2.085  -0.052

7.
The following is a quantum chemistry calculation of a 2-piece molecular cluster, CH7N3O overall at a distorted geometry, from OMol25.

For the highest occupied orbital energy (spin up / spin down), the calculation gives -9.8 / -7.0 eV. As for the energy above the lowest of the compared OMol25 structures with the same formula, charge and spin: 777.3 kJ/mol. As for the LUMO energy (spin up / spin down): 0.7947 / -0.9398 eV.

Last column: natural (NBO) charge in e.
Element x y z (Å)
O  -0.429  1.952  0.462  -0.539
N  1.219  0.115  -0.503  -0.886
N  -0.555  0.735  1.042  -0.110
N  -1.280  -0.755  -0.653  -0.640
C  0.471  -0.176  0.671  -0.142
H  0.620  -0.024  -1.322  0.382
H  2.050  -0.455  -0.604  0.383
H  0.198  -1.198  0.931  0.199
H  -2.242  -0.778  -0.316  0.328
H  0.823  0.434  1.644  0.260
H  0.209  1.823  -0.292  0.465
H  -1.085  -1.674  -1.060  0.300

8.
The following is a quantum chemistry calculation of a 2-piece molecular cluster, CH7N3O overall, from OMol25.

For the highest occupied orbital energy, the calculation gives -9.8 eV. As for the energy above the lowest of the compared OMol25 structures with the same formula, charge and spin: 0.0 kJ/mol. As for the structure (SMILES): NC(N)=O.N. As for the LUMO energy: 0.9332 eV.

Last column: natural (NBO) charge in e.
Element x y z (Å)
O  0.717  -0.075  0.902  -0.655
N  0.372  -2.117  -0.018  -0.856
N  -0.661  2.583  0.223  -1.080
N  -0.423  -0.231  -1.081  -0.866
C  0.252  -0.746  0.006  0.777
H  -1.137  -0.818  -1.486  0.378
H  -0.641  0.761  -1.035  0.425
H  0.930  -2.468  0.739  0.399
H  -0.060  2.481  1.034  0.382
H  -1.484  2.051  0.461  0.352
H  0.392  -2.616  -0.877  0.387
H  -0.961  3.541  0.146  0.356

9.
The following is a quantum chemistry calculation of a 2-piece molecular cluster, CH7N3O2 overall at a distorted geometry, from OMol25.

For the highest occupied orbital energy, the calculation gives -9.6 eV. As for the energy above the lowest of the compared OMol25 structures with the same formula, charge and spin: 155.4 kJ/mol. As for the structure (SMILES): [H]/N=N\[H].NC(O)O. As for the LUMO energy: 0.5394 eV.

Last column: natural (NBO) charge in e.
Element x y z (Å)
O  0.291  -1.817  -0.715  -0.727
O  0.165  -0.443  1.064  -0.731
N  -1.843  1.156  -0.278  -0.299
N  1.863  -0.113  -0.531  -0.856
N  -2.008  0.680  0.847  -0.313
C  0.510  -0.517  -0.265  0.495
H  -0.803  -0.761  1.155  0.500
H  2.491  -0.702  0.009  0.364
H  -0.196  0.198  -0.820  0.121
H  -1.458  2.122  -0.329  0.293
H  0.737  -1.925  -1.562  0.482
H  -1.764  1.278  1.661  0.305
H  2.014  0.843  -0.236  0.365

10.
The following is a quantum chemistry calculation of a 2-piece molecular cluster, CH7N3O3P overall at a distorted geometry, from OMol25.

For the highest occupied orbital energy, the calculation gives -3.9 eV. As for the energy above the lowest of the compared OMol25 structures with the same formula, charge and spin: 71.2 kJ/mol. As for the LUMO energy: 4.0717 eV. As for the total charge: -1.

Last column: natural (NBO) charge in e.
Element x y z (Å)
P  1.852  0.236  0.208  1.453
O  1.643  -1.472  -0.238  -1.071
O  1.492  0.820  -1.397  -1.047
O  3.336  0.453  0.344  -1.187
N  -1.222  1.389  0.655  -0.858
N  -0.991  -0.913  1.113  -0.867
N  -2.149  -0.109  -0.900  -0.852
C  -1.488  0.158  0.164  0.611
H  0.634  0.606  -1.664  0.467
H  -0.180  -0.548  1.635  0.374
H  2.482  -1.740  -0.601  0.467
H  -1.669  2.240  0.245  0.390
H  -0.237  1.453  0.890  0.390
H  -0.766  -1.663  0.561  0.374
H  -2.738  -0.909  -1.017  0.356